Record 1
Molecular formula: C2H26N2O10
Method: DFT, the ωB97M-V functional and the def2-TZVPD basis

```
40
Properties=species:S:1:pos:R:3
O -1.629 0.732 -0.260
O 1.385 -0.256 0.570
O 1.133 3.181 -0.998
O -3.123 -0.804 1.535
O 2.249 -2.877 1.125
O -1.717 3.274 0.490
O 0.779 2.430 1.961
O -0.788 0.578 3.400
O 2.802 1.189 -1.979
O -0.786 -2.109 2.453
N 0.170 -1.017 -2.199
N -1.372 -2.201 -1.085
C 0.901 -0.911 -3.445
C -0.348 -2.240 -1.850
H 0.939 3.361 2.128
H 0.305 2.291 1.133
H 1.930 2.643 -0.826
H -3.646 -0.893 0.743
H -1.841 2.646 1.200
H -1.603 -0.049 0.306
H 0.033 -3.081 -2.422
H -0.276 1.356 3.100
H -2.556 0.756 -0.512
H 2.870 -2.160 1.058
H -1.648 -3.107 -0.710
H 1.206 3.621 -1.846
H 3.399 0.488 -1.697
H -1.350 2.872 -0.291
H 2.002 0.654 -2.075
H -0.764 -1.182 2.744
H 1.413 -0.206 1.533
H 0.544 -0.678 0.352
H 1.313 -1.861 -3.723
H -0.397 -0.244 -1.872
H -1.542 1.002 3.808
H -0.966 -2.690 3.187
H 0.241 -0.364 -4.123
H 1.442 -2.429 0.866
H 1.760 -0.220 -3.462
H -2.460 -1.493 1.683
```

Calculated values
- E (eV) = -25951.045
- E_HOMO (eV) = -9.16
- SMILES = [H]/N=C/NC.O.O.O.O.O.O.O.O.O.O
- energy relative to the best compared isomer or geometry (same formula, charge and spin) (kJ/mol) = 28.1
- frontier orbital gap (eV) = 9.56
- maximum force (eV/Å) = 2.19

***

Record 2
Molecular formula: C2H27HfO12
Method: DFT, the ωB97M-V functional and the def2-TZVPD basis

```
42
Properties=species:S:1:pos:R:3
Hf -0.546 4.071 -0.171
O -3.798 -1.026 1.736
O 1.380 -2.827 -0.725
O 0.918 2.946 -1.552
O -1.690 -2.232 -1.246
O -1.958 1.841 3.714
O 1.465 -0.147 -2.585
O 2.744 -3.029 1.611
O -3.605 -0.207 -1.229
O 3.415 1.893 -0.451
O -1.341 0.157 -3.165
O -0.029 2.154 0.866
O 2.698 1.314 2.447
C -0.593 0.861 0.695
C 0.414 -0.287 0.854
H -1.262 0.807 -0.169
H 0.892 -2.130 -1.178
H 1.710 2.394 -1.244
H 2.141 0.534 -2.498
H -0.825 -0.065 -2.381
H -1.703 -2.831 -0.486
H -3.841 -0.176 2.186
H 1.746 -0.659 -3.357
H -1.255 0.643 1.556
H -1.179 -2.699 -1.917
H -0.209 -1.184 0.838
H 0.994 2.998 -2.526
H -0.876 -0.282 -3.890
H 2.148 -3.533 1.039
H 2.576 0.654 3.142
H 1.837 -3.305 -1.432
H 2.676 -2.123 1.289
H 1.847 1.364 2.004
H -2.751 1.636 3.207
H 3.231 2.433 0.330
H -2.957 -0.938 -1.341
H -3.839 -0.234 -0.285
H 1.137 -0.234 0.042
H 3.445 0.987 -0.110
H -4.711 -1.202 1.466
H 0.836 -0.385 1.852
H -1.281 2.047 3.063
```

Calculated values
- E (eV) = -28349.177
- E_HOMO (eV) = -18.81
- energy relative to the best compared isomer or geometry (same formula, charge and spin) (kJ/mol) = 342.7
- frontier orbital gap (eV) = 1.90
- charge = +3
- maximum force (eV/Å) = 7.83

***

Record 3
Molecular formula: C2H2Ag
Method: DFT, the ωB97M-V functional and the def2-TZVPD basis

```
5
Properties=species:S:1:pos:R:3
Ag 1.077 0.640 -0.423
C -1.921 -0.002 -0.135
C -1.027 -0.585 0.465
H -1.311 -1.543 -0.126
H -2.548 0.603 -0.775
```

Calculated values
- E (eV) = -6089.114
- E_HOMO (spin up / spin down) (eV) = -12.79 / -17.34
- 2S+1 = 3
- ⟨S²⟩ = 2.009
- frontier orbital gap (spin up / spin down) (eV) = 7.20 / 6.53
- charge = +1
- maximum force (eV/Å) = 2.37

***

Record 4
Molecular formula: C2H2AgBrCl6
Method: DFT, the ωB97M-V functional and the def2-TZVPD basis

```
12
Properties=species:S:1:pos:R:3
Ag -1.854 7.336 4.557
Br -0.197 3.174 2.310
Cl -0.875 3.471 -4.323
Cl -1.611 0.639 -4.146
Cl 1.145 1.435 -5.264
Cl 2.271 -3.951 3.467
Cl -0.521 -4.568 3.965
Cl 0.617 -4.500 1.198
C 0.651 -3.780 2.842
C -0.250 1.791 -4.118
H 0.266 1.698 -3.162
H 0.357 -2.744 2.674
```

Calculated values
- E (eV) = -151271.798
- E_HOMO (spin up / spin down) (eV) = -12.40 / -12.40
- 2S+1 = 2
- ⟨S²⟩ = 0.752
- frontier orbital gap (spin up / spin down) (eV) = 4.57 / 4.57
- charge = +1
- maximum force (eV/Å) = 1.52

***

Record 5
Molecular formula: C2H2BO5
Method: DFT, the ωB97M-V functional and the def2-TZVPD basis

```
10
Properties=species:S:1:pos:R:3
O -1.272 1.345 0.997
O 0.489 -1.618 0.378
O 1.552 0.469 1.016
O 0.543 0.760 -2.367
O -2.186 0.022 -0.529
C -1.375 0.626 0.077
C 0.674 0.325 -1.256
B 0.774 -0.233 0.034
H 0.990 0.390 1.791
H -0.190 -2.086 -0.142
```

Calculated values
- E (eV) = -13021.438
- E_HOMO (spin up / spin down) (eV) = -1.35 / -6.57
- 2S+1 = 3
- energy relative to the best compared isomer or geometry (same formula, charge and spin) (kJ/mol) = 0.0
- ⟨S²⟩ = 2.006
- frontier orbital gap (spin up / spin down) (eV) = 5.08 / 10.15
- charge = -1
- maximum force (eV/Å) = 3.45

***

Record 6
Molecular formula: C2H2BeFLiO2
Method: DFT, the ωB97M-V functional and the def2-TZVPD basis

```
9
Properties=species:S:1:pos:R:3
F -1.792 0.738 0.979
O -1.065 -1.270 0.531
O 1.281 -0.017 0.108
C 0.182 0.417 -0.508
C -1.065 -0.090 0.172
Be 2.350 0.445 -0.121
Li 0.670 -1.881 1.034
H 0.207 0.359 -1.611
H -0.768 1.300 -0.585
```

Calculated values
- E (eV) = -9501.605
- E_HOMO (eV) = -19.78
- frontier orbital gap (eV) = 6.78
- charge = +2
- maximum force (eV/Å) = 14.92

***

Among the records above, which one has the lowest E? C2H2AgBrCl6